The following is a quantum chemistry calculation of C33H36N9NiO3S4SeSi as an isolated structure at a distorted geometry, from OMol25.

XYZ file:
```
88
Properties=species:S:1:pos:R:3:forces:R:3
Ni 11.767 -8.041 13.561 -0.02 -0.60 0.06
S 13.426 -9.241 14.747 0.07 0.01 -0.73
C 14.944 -8.843 13.978 -1.08 -1.44 1.23
C 15.908 -9.911 13.865 1.72 -1.25 -0.23
N 16.755 -10.711 13.764 -1.71 1.33 0.24
C 15.318 -7.626 13.586 1.09 1.21 -0.73
S 14.191 -6.269 13.723 0.36 0.14 0.07
C 16.658 -7.403 13.084 -0.39 0.39 0.06
N 17.732 -7.155 12.742 -0.33 -0.14 0.07
S 5.656 -4.012 13.046 -0.59 -0.64 -0.13
N 5.909 -5.519 12.424 -0.74 1.28 -0.21
C 7.031 -5.904 12.941 1.50 -0.90 -0.06
C 7.697 -7.140 12.612 -0.49 -1.35 0.06
C 7.095 -8.100 11.787 -0.40 0.30 -1.57
C 7.832 -9.184 11.332 1.28 1.07 1.76
C 9.153 -9.318 11.878 -1.18 0.05 -0.27
N 9.639 -8.525 12.829 -0.12 -0.32 -0.39
C 8.926 -7.456 13.183 0.03 0.99 0.43
C 9.508 -6.528 14.216 -1.03 -1.08 -0.88
N 10.645 -6.906 14.768 1.42 0.01 0.51
C 11.187 -6.167 15.738 -0.41 0.14 0.58
C 10.549 -5.032 16.240 -0.20 0.37 0.39
C 9.360 -4.623 15.642 0.02 0.41 0.30
C 8.822 -5.388 14.600 0.89 0.82 0.36
C 7.665 -5.002 13.845 -1.54 -0.47 0.32
N 6.909 -3.950 14.037 0.65 1.22 0.29
H 6.103 -7.871 11.325 0.89 -0.27 0.67
H 7.435 -9.871 10.621 -0.06 -0.41 -0.37
H 9.791 -10.107 11.495 0.18 0.03 0.24
H 12.115 -6.499 16.204 -0.04 -0.16 -0.43
H 10.974 -4.500 17.121 -0.33 -0.39 -0.95
H 8.832 -3.711 15.967 0.33 -0.58 -0.19
C 15.314 -3.034 19.355 -0.29 1.58 1.58
C 15.260 -3.279 17.873 -1.90 0.93 -0.71
C 13.714 -3.543 17.513 2.05 -1.54 2.23
C 15.781 -2.108 17.025 -0.05 -1.41 1.53
O 16.110 -4.356 17.610 0.19 -0.69 -0.43
Si 16.001 -5.607 16.542 -1.36 -0.19 0.51
S 15.445 -4.808 14.542 0.20 -0.44 0.93
O 14.936 -6.723 17.112 -0.12 0.52 -0.63
C 15.036 -7.807 18.051 -0.11 -1.17 -0.84
C 15.654 -9.077 17.337 -0.72 1.36 -0.39
C 13.629 -8.089 18.554 -0.31 -1.49 0.84
C 15.900 -7.529 19.210 0.97 0.45 1.04
O 17.425 -6.324 16.613 0.97 0.17 -0.48
C 18.775 -5.834 16.621 1.34 -2.02 -1.09
C 19.076 -4.705 15.665 -0.03 0.06 -0.19
C 19.595 -7.047 16.040 -3.21 -1.51 0.31
C 19.128 -5.523 18.046 0.24 0.25 1.54
H 14.665 -2.182 19.732 0.46 -0.81 -0.88
H 16.305 -2.765 19.771 -0.19 -0.46 -0.57
H 14.940 -3.904 19.874 0.06 -0.42 0.22
H 13.135 -2.789 17.974 -0.60 1.17 0.25
H 13.409 -4.473 18.050 0.25 0.35 -0.58
H 13.505 -3.630 16.490 -0.14 -0.08 -1.49
H 15.116 -1.296 17.079 -0.94 1.12 -0.27
H 15.876 -2.543 16.058 0.27 0.35 -1.04
H 16.711 -1.807 17.471 0.75 0.16 -0.22
H 14.870 -9.671 16.875 0.11 0.19 -0.36
H 16.190 -9.748 17.978 0.36 -0.07 0.76
H 16.359 -8.659 16.608 -0.18 -0.47 -0.05
H 13.033 -8.451 17.707 -0.14 0.17 0.29
H 13.171 -7.217 19.034 0.08 0.03 -0.25
H 13.649 -8.919 19.373 0.04 1.27 -1.52
H 16.946 -7.466 18.918 0.09 0.10 0.05
H 15.763 -8.422 19.807 0.33 -0.03 0.57
H 15.641 -6.653 19.815 -0.13 -0.02 -0.23
H 18.818 -5.008 14.658 0.26 -0.22 -0.34
H 20.145 -4.394 15.730 -0.86 -0.24 -0.03
H 18.422 -3.890 15.859 -0.36 1.20 0.41
H 19.134 -7.419 15.069 0.59 0.92 0.97
H 19.490 -7.941 16.695 0.13 0.60 -0.04
H 20.602 -6.845 15.915 2.06 0.58 -0.29
H 18.390 -4.836 18.497 0.09 -0.40 -0.27
H 20.092 -5.008 18.199 -0.12 -0.33 -0.49
H 19.164 -6.449 18.660 -0.14 0.51 -0.37
Se 9.911 -5.624 9.968 0.53 -0.70 -0.50
N 10.766 -6.689 8.721 -1.33 1.47 -1.14
C 11.606 -7.445 9.343 0.42 0.08 2.42
C 12.520 -8.345 8.807 0.60 -0.72 0.00
C 13.260 -9.130 9.692 -0.21 0.82 1.20
C 13.180 -8.975 11.125 0.69 -1.34 -3.34
N 12.312 -8.158 11.644 -0.66 1.74 0.84
C 11.612 -7.319 10.827 -0.99 0.14 -0.11
N 10.773 -6.414 11.344 0.82 -0.32 -0.09
H 12.653 -8.376 7.724 -0.07 -0.28 0.31
H 13.926 -9.839 9.273 0.75 -0.59 -0.12
H 13.820 -9.559 11.775 -0.24 -0.07 0.01
```
Positions in Å, forces in eV/Å.

LUMO energy (alpha / beta)	1.27 / 1.26	eV
HOMO level (alpha / beta)	-0.10861 / -0.16061	Eh
molar mass	900.7	g/mol
Kohn-Sham gap (alpha / beta)	4.2230 / 5.6350	eV
energy above the lowest of the compared OMol25 structures with the same formula, charge and spin	31.3	kcal/mol
net charge	-1
multiplicity	3

Results of the Mulliken charge analysis, in e, for atoms 1 through 2:
1. Ni -0.28
2. S -0.33